(w)
The following is a DFT calculation (ωB97M-V/def2-TZVPD) of a 2-piece molecular cluster, C6H12NO overall.

## Properties
total charge = +1
orbital gap = 8.3 eV
M = 114.17 g/mol

Bonds (Å) are listed after each position.
Geometry (Å):
1 C -1.43116 -1.13170 -1.52206  C2 1.370, N4 1.453, H5 1.089
2 C -0.17335 -1.66658 -1.60908  C1 1.370, H6 1.078, H7 1.109
3 C -2.77744 0.52927 -0.36669  N4 1.273, H8 1.102, H9 1.085
4 N -1.64845 0.03371 -0.68150  C1 1.453, C3 1.273, H10 1.046
5 H -2.36982 -1.54515 -1.88856  C1 1.089
6 H 0.70852 -1.40918 -1.04519  C2 1.078
7 H -0.14389 -2.51866 -2.31859  C2 1.109
8 H -2.87316 1.32733 0.38741  C3 1.102
9 H -3.65668 0.20291 -0.91282  C3 1.085
10 H -0.80153 0.48922 -0.26875  N4 1.046
11 C 2.52270 -0.03245 0.17613  C12 1.344, H15 1.106, H16 1.080
12 C 1.45215 0.35295 0.89060  C11 1.344, O13 1.444, C14 1.500
13 O 0.53552 1.26802 0.25206  C12 1.444, H17 0.974
14 C 1.39623 0.34838 2.38995  C12 1.500, H18 1.108, H19 1.109, H20 1.092
15 H 3.36229 -0.53157 0.69434  C11 1.106
16 H 2.71024 0.21898 -0.85744  C11 1.080
17 H 0.34955 1.97547 0.89454  O13 0.974
18 H 2.12447 -0.34513 2.85394  C14 1.108
19 H 1.51055 1.36932 2.80822  C14 1.109
20 H 0.39970 -0.01298 2.65392  C14 1.092

Atom charges from the natural (NBO) analysis, given in e for atoms 1 to 6:
1. C -0.08
2. C -0.30
3. C 0.09
4. N -0.42
5. H 0.23
6. H 0.24

***

(x)
The following is a DFT calculation (ωB97M-V/def2-TZVPD) of an isolated ion of composition C6H12NO and charge +1.

## Properties
SMILES = [NH3+]CC/C=C/C=C/O
total charge = +1
orbital gap = 7.8 eV
M = 114.17 g/mol

Bonds (Å) are listed after each position.
Geometry (Å):
1 N 2.52681 0.43250 -1.09647  C2 1.553, H9 1.018, H10 1.025, H11 1.019
2 C 2.50155 -0.86593 -0.24533  N1 1.553, C3 1.499, H12 1.083, H13 1.085
3 C 1.08598 -1.35572 -0.18528  C2 1.499, C4 1.519, H14 1.094, H15 1.090
4 C 0.17900 -0.31131 0.44305  C3 1.519, C5 1.335, H16 1.091
5 C -1.11696 -0.18675 0.14569  C4 1.335, C6 1.452, H17 1.096
6 C -2.03003 0.70934 0.83336  C5 1.452, C7 1.327, H18 1.088
7 C -3.30020 0.90283 0.49956  C6 1.327, O8 1.350, H19 1.087
8 O -4.09291 1.70626 1.24035  C7 1.350, H20 0.961
9 H 2.75183 1.22858 -0.50385  N1 1.018
10 H 1.62703 0.58759 -1.56279  N1 1.025
11 H 3.26989 0.36494 -1.79033  N1 1.019
12 H 3.22306 -1.50627 -0.73788  C2 1.083
13 H 2.90521 -0.54861 0.71055  C2 1.085
14 H 0.73086 -1.65271 -1.17692  C3 1.094
15 H 1.08136 -2.23295 0.46217  C3 1.090
16 H 0.65071 0.32178 1.19626  C4 1.091
17 H -1.58731 -0.91765 -0.52200  C5 1.096
18 H -1.62501 1.24152 1.69137  C6 1.088
19 H -3.77167 0.42746 -0.35616  C7 1.087
20 H -5.00920 1.65508 0.95467  O8 0.961

Atom charges from the natural (NBO) analysis, given in e for atoms 1 to 6:
1. N -0.69
2. C -0.19
3. C -0.47
4. C -0.29
5. C -0.14
6. C -0.36

***

(y)
The following is a DFT calculation (ωB97M-V/def2-TZVPD) of a 2-piece molecular cluster, C6H12NO overall.

## Properties
total charge = +1
orbital gap = 9.4 eV
M = 114.17 g/mol

Bonds (Å) are listed after each position.
Geometry (Å):
1 C 1.90208 0.10518 -1.00195  C5 1.441, O8 1.177
2 C -0.05786 0.12556 1.49719  C3 1.572, C4 1.466, H9 1.041, H10 1.099
3 C -1.20863 0.20459 0.42978  C2 1.572, C4 1.423, C6 1.484, H11 1.071
4 C 0.09465 0.71014 0.16141  C2 1.466, C3 1.423, N7 1.568
5 C 1.50509 -1.03656 -1.78684  C1 1.441, H12 1.051, H13 1.034, H14 1.092
6 C -1.87068 -1.01938 -0.08656  C3 1.484, H15 1.057, H16 1.050, H17 1.037
7 N 0.44014 2.23898 0.21615  C4 1.568, H18 1.090, H19 1.032, H20 1.013
8 O 2.67254 0.98585 -0.87191  C1 1.177
9 H 0.00019 0.86498 2.22795  C2 1.041
10 H 0.38238 -0.87988 1.43424  C2 1.099
11 H -1.88142 0.96019 0.77994  C3 1.071
12 H 2.27619 -1.40547 -2.39801  C5 1.051
13 H 0.71048 -0.73204 -2.37509  C5 1.034
14 H 1.05015 -1.73444 -1.08084  C5 1.092
15 H -1.43330 -1.26649 -1.01602  C6 1.057
16 H -2.90781 -0.91210 -0.20929  C6 1.050
17 H -1.65486 -1.85625 0.48684  C6 1.037
18 H 0.33479 2.40825 1.28782  N7 1.090
19 H 0.11586 2.88120 -0.52327  N7 1.032
20 H 1.40156 2.36516 -0.07679  N7 1.013

Atom charges from the natural (NBO) analysis, given in e for atoms 1 to 6:
1. C 0.78
2. C -0.46
3. C -0.26
4. C -0.02
5. C -0.75
6. C -0.61

***

Computed relative energies in units of eV: (w) 1.206; (x) 0.000; (y) 3.252

***

(w)
The following is a DFT calculation (ωB97M-V/def2-TZVPD) of one molecule with the formula C3H5OP.

## Properties
orbital gap = 8.2 eV
M = 88.05 g/mol

Bonds (Å) are listed after each position.
Geometry (Å):
1 C 0.31124 -0.66164 -0.70040  C2 1.559, P5 1.644
2 C 1.20793 0.18111 0.25706  C1 1.559, O4 1.400, H6 1.111, H7 1.207
3 C -0.89499 0.24792 0.91900  O4 1.421, H8 1.039, H9 1.186
4 O 0.43398 0.33157 1.41401  C2 1.400, C3 1.421
5 P 0.52950 -1.31533 -2.19276  C1 1.644, H10 1.516
6 H 2.25760 -0.18071 0.29718  C2 1.111
7 H 1.42630 1.30700 -0.11861  C2 1.207
8 H -1.45405 1.02559 0.51628  C3 1.039
9 H -1.57784 -0.53323 1.49303  C3 1.186
10 H -0.80917 -2.01553 -2.31284  P5 1.516

Atom charges from the natural (NBO) analysis, given in e for atoms 1 to 6:
1. C -0.47
2. C -0.15
3. C 0.04
4. O -0.54
5. P 0.39
6. H 0.21

***

(x)
The following is a DFT calculation (ωB97M-V/def2-TZVPD) of a 2-piece molecular cluster, C3H5OP overall.

## Properties
orbital gap (spin up / spin down) = 8.1 / 8.1 eV
M = 88.05 g/mol

Bonds (Å) are listed after each position.
Geometry (Å):
1 C -0.81651 1.55140 -0.01667  P5 1.602, H6 1.110
2 C 1.36881 0.59514 -0.01126  C3 1.460, O4 1.178
3 C 1.24741 -0.84943 0.16153  C2 1.460, H7 1.126, H8 1.124, H9 1.056
4 O 2.35385 1.23247 0.09666  C2 1.178
5 P -1.81760 0.32986 0.25063  C1 1.602, H10 1.471
6 H -0.61442 2.47230 -0.60256  C1 1.110
7 H 2.07192 -1.15799 0.86298  C3 1.126
8 H 1.52677 -1.32440 -0.81760  C3 1.124
9 H 0.27259 -1.11411 0.47026  C3 1.056
10 H -3.04852 1.01427 -0.17238  P5 1.471

Atom charges from the natural (NBO) analysis, given in e for atoms 1 to 6:
1. C -0.77
2. C 0.69
3. C -0.77
4. O -0.50
5. P 0.41
6. H 0.22

***

Computed relative energies in units of eV: (w) 1.261; (x) 0.000